Record 1
{
  "formula": "C25H43F16O9PSi",
  "method": "the ωB97M-V functional and the def2-TZVPD basis",
  "elements": ["C", "C", "C", "C", "C", "O", "P", "O", "O", "C", "O", "C", "C", "O", "C", "C", "O", "C", "C", "O", "Si", "C", "C", "C", "H", "H", "H", "H", "H", "H", "H", "H", "H", "H", "H", "H", "H", "H", "H", "H", "H", "H", "H", "H", "H", "H", "H", "H", "H", "H", "H", "H", "H", "H", "H", "H", "H", "H", "H", "C", "C", "C", "F", "F", "F", "F", "O", "C", "C", "F", "F", "F", "F", "H", "H", "H", "H", "C", "C", "C", "F", "F", "F", "F", "O", "C", "C", "F", "F", "F", "F", "H", "H", "H", "H"],
  "xyz": [[9.50813, -4.33358, -2.38645], [8.14373, -3.64231, -2.56506], [8.23475, -2.16922, -2.99593], [7.15608, -1.28316, -2.39451], [7.29884, -1.07085, -0.89582], [5.88922, -1.89229, -2.75554], [4.53592, -1.71348, -1.95784], [4.44835, -2.43522, -0.68455], [3.45657, -2.14309, -3.04521], [3.29200, -3.52263, -3.41016], [2.12888, -3.64101, -4.11623], [0.95422, -3.56192, -3.31802], [-0.10666, -2.86042, -4.14222], [-1.30663, -2.86251, -3.39850], [-2.04706, -1.66216, -3.49752], [-3.45206, -1.88155, -2.96451], [-3.54135, -1.48086, -1.61420], [-4.78944, -0.91656, -1.26492], [-4.68792, -0.33682, 0.13471], [4.29795, -0.15447, -1.89595], [2.77646, 0.59253, -2.07160], [2.47122, 0.85968, -3.89526], [1.45512, -0.47035, -1.29058], [2.92888, 2.21736, -1.16704], [9.57558, -4.82829, -1.41615], [10.33444, -3.62291, -2.44541], [9.68018, -5.10328, -3.13967], [7.57054, -3.71088, -1.63763], [7.55903, -4.18506, -3.30895], [8.15514, -2.09350, -4.08365], [9.20408, -1.75099, -2.71099], [7.16908, -0.31162, -2.89736], [8.33972, -0.81465, -0.68449], [6.67481, -0.25020, -0.54320], [7.04085, -1.97029, -0.33718], [3.29037, -4.11070, -2.48458], [4.11154, -3.81686, -4.06442], [0.61716, -4.56384, -3.03697], [1.14755, -2.98972, -2.40621], [0.22183, -1.83775, -4.35994], [-0.24893, -3.38111, -5.09519], [-1.57433, -0.87166, -2.90086], [-2.08465, -1.33114, -4.54236], [-4.17215, -1.31947, -3.57096], [-3.69307, -2.94738, -3.05396], [-5.57905, -1.67910, -1.31187], [-5.05258, -0.13520, -1.99073], [-4.26163, 0.66558, 0.12168], [-4.05932, -0.98066, 0.75021], [-5.67296, -0.27793, 0.60004], [1.55799, 0.37016, -4.23739], [3.29520, 0.43504, -4.47436], [2.41758, 1.92594, -4.12299], [1.83559, -1.41967, -0.90554], [0.96448, 0.06842, -0.48155], [0.68925, -0.70136, -2.03810], [2.29981, 2.97131, -1.64690], [2.57271, 2.10722, -0.14144], [3.95364, 2.59049, -1.12273], [-1.42129, -0.17809, 3.54639], [-1.14702, 0.69221, 2.31578], [0.24925, 1.30886, 2.17909], [0.50439, 2.16874, 3.18235], [0.30156, 1.99023, 1.00954], [-2.08598, 1.65409, 2.18507], [-1.25319, -0.14568, 1.24273], [-2.09739, 0.44932, 4.61377], [-1.43217, 1.08770, 5.61699], [-1.94527, 2.52533, 5.77911], [-1.76305, 3.20841, 4.62419], [-1.24699, 3.13917, 6.75430], [-0.10120, 1.04554, 5.45337], [-1.71632, 0.45044, 6.77730], [-2.10904, -0.94518, 3.19482], [-0.50459, -0.66868, 3.87516], [1.00670, 0.51994, 2.16436], [-3.00770, 2.50209, 6.02104], [-6.86649, 5.03606, 4.52100], [-7.45862, 5.30377, 3.13325], [-8.69272, 4.49021, 2.72444], [-8.39031, 3.17669, 2.66633], [-9.08957, 4.89101, 1.49811], [-6.51093, 5.20483, 2.18488], [-7.89666, 6.60037, 3.17044], [-5.75285, 4.17071, 4.55275], [-5.88253, 2.83277, 4.72699], [-5.23565, 2.04588, 3.57658], [-5.83803, 2.35798, 2.41252], [-5.40677, 0.72475, 3.80717], [-7.15134, 2.45526, 4.93642], [-5.17893, 2.49493, 5.84910], [-6.47828, 5.99907, 4.84760], [-7.64393, 4.72647, 5.22012], [-9.50981, 4.64596, 3.43345], [-4.17195, 2.27480, 3.51821]],
  "mulliken_charge": [-1.20, -0.12, -0.94, 0.17, -1.30, -0.34, 1.08, -0.83, -0.01, -0.56, -0.39, -0.06, -0.31, -0.29, -0.10, -0.72, -0.19, -0.51, -0.92, -0.37, 0.87, -1.09, 0.43, -1.15, 0.31, 0.33, 0.30, 0.24, 0.28, 0.29, 0.50, 0.21, 0.41, 0.35, 0.33, 0.50, 0.19, 0.27, 0.06, 0.11, 0.30, 0.10, 0.36, 0.39, 0.26, 0.31, 0.38, 0.26, 0.20, 0.40, 0.23, 0.29, 0.41, 0.35, -0.32, -0.61, 0.34, 0.18, 0.33, -1.02, 1.16, -0.06, -0.26, -0.23, -0.27, -0.32, -0.32, 0.85, 0.51, -0.23, -0.28, -0.30, -0.33, 0.47, 0.33, 0.36, 0.00, -0.76, 0.91, 0.06, -0.21, -0.26, -0.25, -0.33, -0.33, 0.65, 0.78, -0.24, -0.29, -0.33, -0.32, 0.39, 0.33, 0.28, -0.12],
  "orbital_gap_ev": 10.226
}


Record 2
{
  "formula": "C4H4O2S2",
  "method": "the ωB97M-V functional and the def2-TZVPD basis",
  "elements": ["C", "C", "C", "O", "O", "C", "S", "S", "H", "H", "H", "H"],
  "xyz": [[1.22386, -0.53493, -1.19331], [0.38684, -0.16999, -0.23945], [-0.22952, 1.17055, -0.39883], [-0.01817, 1.91262, -1.29428], [-0.99070, 1.51011, 0.69044], [0.15016, -1.03873, 0.95495], [1.38603, -1.69702, 1.79764], [-1.45581, -1.56159, 1.33354], [1.69023, -1.52900, -1.10350], [1.40473, 0.05523, -2.07520], [-1.32583, 2.39794, 0.57898], [-2.22182, -0.51518, 0.94901]],
  "nbo_charge": [-0.22, -0.26, 0.77, -0.56, -0.70, -0.31, 0.06, 0.13, 0.22, 0.23, 0.50, 0.14],
  "orbital_gap_ev": 8.202,
  "smiles": "C=C(C(=O)O)C(=S)S"
}


Record 3
{
  "formula": "C9H21B2IO5",
  "method": "the ωB97M-V functional and the def2-TZVPD basis",
  "elements": ["C", "C", "C", "O", "H", "H", "H", "H", "H", "H", "C", "C", "C", "O", "H", "H", "H", "H", "H", "H", "C", "C", "C", "O", "H", "H", "H", "H", "H", "H", "O", "B", "O", "B", "I", "H", "H", "H"],
  "xyz": [[1.47856, -3.18142, -5.67083], [0.26662, -2.29695, -5.54872], [-0.10380, -1.45878, -6.74301], [-0.39551, -2.26044, -4.51280], [1.62517, -3.72763, -4.73294], [1.33116, -3.90423, -6.47722], [2.36529, -2.57212, -5.86312], [-0.32172, -2.10482, -7.59706], [0.71245, -0.77279, -6.98301], [-0.99848, -0.87135, -6.51055], [-0.74957, -1.98654, 4.19860], [-1.08807, -1.69419, 2.76126], [-1.70871, -2.80369, 1.95511], [-0.86595, -0.59109, 2.26454], [-0.30857, -1.09458, 4.65622], [-1.65715, -2.24915, 4.74793], [-0.02359, -2.80185, 4.25087], [-2.65898, -3.10263, 2.40446], [-1.02545, -3.65535, 1.90749], [-1.89880, -2.44938, 0.93634], [-1.51216, 2.94358, 3.91769], [-1.08482, 4.38564, 3.85571], [-0.59148, 4.90683, 2.53245], [-1.13666, 5.11023, 4.84826], [-1.84442, 2.70691, 4.93410], [-2.34354, 2.77262, 3.22919], [-0.66934, 2.29516, 3.66526], [-1.38182, 4.82338, 1.78233], [0.29231, 4.34585, 2.21837], [-0.31783, 5.96214, 2.63740], [3.46004, -0.44785, 0.18381], [2.62714, 0.75016, -0.08840], [3.24731, 2.03359, -0.56221], [0.95081, 0.77336, 0.05569], [-0.10402, -0.46931, -1.47548], [3.36877, -0.99905, -0.67172], [2.68081, 2.27259, -1.37849], [0.38401, 1.41314, 0.87246]],
  "nbo_charge": [-0.72, 0.59, -0.72, -0.55, 0.24, 0.23, 0.23, 0.23, 0.23, 0.24, -0.72, 0.60, -0.72, -0.56, 0.24, 0.23, 0.23, 0.23, 0.23, 0.24, -0.72, 0.59, -0.72, -0.55, 0.23, 0.23, 0.24, 0.23, 0.23, 0.24, -0.94, 0.88, -0.92, 0.09, -0.06, 0.50, 0.49, -0.06],
  "orbital_gap_ev": 8.873,
  "smiles": "CC(C)=O.CC(C)=O.CC(C)=O.OB(O)BI"
}


Record 4
{
  "formula": "C37H38F12O12",
  "method": "the ωB97M-V functional and the def2-TZVPD basis",
  "elements": ["C", "C", "C", "C", "C", "C", "C", "C", "C", "O", "C", "O", "C", "C", "C", "C", "O", "C", "C", "C", "C", "C", "C", "C", "O", "H", "H", "H", "H", "H", "H", "H", "H", "H", "H", "H", "H", "H", "H", "H", "H", "H", "H", "C", "C", "O", "C", "O", "C", "F", "F", "F", "H", "H", "H", "H", "H", "C", "C", "O", "C", "O", "C", "F", "F", "F", "H", "H", "H", "H", "H", "C", "C", "O", "C", "O", "C", "F", "F", "F", "H", "H", "H", "H", "H", "C", "C", "O", "C", "O", "C", "F", "F", "F", "H", "H", "H", "H", "H"],
  "xyz": [[-4.29634, -6.18325, -7.45427], [-3.83157, -4.84950, -7.36630], [-2.90513, -4.34549, -6.22992], [-1.48566, -4.03269, -6.45403], [-0.56129, -3.57538, -5.41934], [0.95097, -3.29859, -5.70410], [1.77764, -2.87971, -4.41398], [1.46697, -1.35239, -3.95872], [2.76872, -0.50033, -3.58175], [2.55394, 0.93550, -3.54526], [1.28189, 1.27114, -3.10833], [1.02612, 1.62948, -1.99560], [-1.09129, -3.38161, -4.06651], [-2.49606, -3.69266, -3.85158], [-3.41184, -4.17486, -4.87561], [-4.87933, -4.49915, -4.43278], [-5.83801, -4.24710, -5.11454], [-4.98031, -5.17885, -3.02538], [-5.89460, -6.25509, -2.70910], [-5.83371, -6.81259, -1.34689], [-4.89658, -6.34180, -0.33678], [-3.97710, -5.22757, -0.64869], [-4.05215, -4.69023, -1.98687], [-3.07384, -3.53894, -2.40299], [-2.81607, -2.60193, -1.69062], [-3.59162, -6.93742, -7.89947], [-5.30844, -6.54130, -7.15428], [-4.09074, -4.09563, -8.16028], [-1.07994, -4.18873, -7.47737], [1.46529, -4.20730, -6.11987], [1.00634, -2.45247, -6.43508], [1.52291, -3.57736, -3.57128], [2.86463, -3.05961, -4.66011], [0.85535, -0.90576, -4.78074], [0.85964, -1.42574, -3.01693], [3.12129, -0.79128, -2.54834], [3.64336, -0.71566, -4.26570], [0.45629, 1.20453, -3.87585], [-0.51060, -3.04263, -3.18671], [-6.60367, -6.65424, -3.46483], [-6.50151, -7.65225, -1.02923], [-4.81728, -6.77405, 0.68648], [-3.23833, -4.84280, 0.08545], [0.22271, 1.32136, 0.74039], [0.99901, 0.71740, 1.89149], [0.90052, 1.54612, 3.06572], [-0.19105, 1.37361, 3.81558], [-1.06898, 0.59457, 3.58005], [-0.13288, 2.28152, 5.04520], [0.27734, 3.52854, 4.74835], [0.72303, 1.80978, 5.97447], [-1.32281, 2.40809, 5.64789], [0.54872, 2.34532, 0.55339], [0.36317, 0.73763, -0.16391], [-0.84508, 1.36128, 0.96554], [2.05777, 0.66740, 1.63544], [0.67103, -0.30133, 2.10696], [7.92889, 0.93592, -8.13200], [7.82211, 0.14478, -6.84471], [6.45107, -0.18949, -6.56592], [5.97512, -1.27608, -7.18258], [6.60122, -1.96823, -7.93124], [4.52960, -1.53238, -6.75362], [3.79042, -0.40959, -6.72830], [4.46393, -2.06426, -5.51117], [3.89077, -2.38132, -7.56721], [7.28476, 1.81664, -8.09470], [8.95723, 1.25721, -8.30101], [7.60668, 0.33965, -8.98730], [8.16941, 0.75187, -6.00852], [8.44303, -0.75236, -6.87163], [-2.79119, 4.79886, 6.54474], [-4.29267, 4.61159, 6.61020], [-4.76910, 4.78859, 7.95506], [-4.98798, 6.05180, 8.33829], [-4.81551, 7.01478, 7.64842], [-5.53563, 6.08203, 9.76657], [-4.87523, 5.24326, 10.58467], [-6.83218, 5.72116, 9.80448], [-5.45451, 7.30020, 10.31584], [-2.29154, 4.13684, 7.25366], [-2.42122, 4.58655, 5.54261], [-2.51087, 5.82025, 6.80892], [-4.54991, 3.59212, 6.32127], [-4.81144, 5.28187, 5.92252], [2.46281, 2.56982, 8.66516], [2.39078, 3.83584, 7.83645], [2.32524, 4.99348, 8.68697], [3.49554, 5.45093, 9.14614], [4.56270, 4.96767, 8.89868], [3.27566, 6.70696, 9.99160], [2.23434, 6.58020, 10.83315], [3.02377, 7.78136, 9.22070], [4.34343, 7.00760, 10.74151], [1.62899, 2.52486, 9.36878], [2.43189, 1.68859, 8.02384], [3.38082, 2.53825, 9.25454], [1.47882, 3.83469, 7.24132], [3.22913, 3.90946, 7.14136]],
  "mulliken_charge": [-0.66, -0.84, 0.25, -0.74, 0.71, -0.73, -0.65, -0.56, -0.37, -0.37, 0.15, -0.43, -0.65, 0.66, 0.69, 0.08, -0.50, 0.41, -0.72, -0.41, -0.47, -0.58, 0.51, -0.28, -0.53, 0.25, 0.27, 0.34, 0.42, 0.43, 0.37, 0.58, 0.27, 0.36, 0.38, 0.31, 0.05, 0.36, 0.17, 0.41, 0.33, 0.35, 0.40, -0.78, -0.24, -0.30, 0.06, -0.54, 1.25, -0.28, -0.26, -0.24, 0.28, 0.13, 0.32, 0.31, 0.32, -1.10, -0.24, -0.26, -0.01, -0.51, 1.35, -0.28, -0.35, -0.28, 0.31, 0.37, 0.31, 0.31, 0.33, -0.97, -0.30, -0.33, 0.38, -0.50, 0.87, -0.24, -0.25, -0.24, 0.28, 0.28, 0.39, 0.33, 0.31, -1.16, 0.10, -0.35, 0.32, -0.51, 0.90, -0.24, -0.25, -0.24, 0.30, 0.34, 0.39, 0.04, 0.32],
  "orbital_gap_ev": 6.869,
  "smiles": "C=Cc1cc(CCCCOC=O)cc2c1C(=O)c1ccccc1C2=O.CCOC(=O)C(F)(F)F.CCOC(=O)C(F)(F)F.CCOC(=O)C(F)(F)F.CCOC(=O)C(F)(F)F"
}